{"formula": "C4H6S2", "method": "wB97M-V/def2-TZVPD", "symbols": ["S", "C", "H", "C", "C", "H", "H", "S", "H", "H", "C", "H"], "coordinates": [[1.272, -1.608, -2.610], [0.725, -1.214, 0.581], [-0.512, 1.333, 2.059], [-0.551, 1.667, 0.990], [-0.058, -0.748, -0.402], [0.532, -0.984, 1.587], [-1.164, 2.606, 1.027], [-1.388, 0.411, 0.034], [1.446, -2.007, 0.383], [0.435, 1.927, 0.645], [0.026, -0.895, -1.854], [-0.763, -0.489, -2.440]], "forces_ev_per_a": [[-0.276, 0.146, 0.066], [-0.107, -1.273, -1.977], [0.284, 0.318, -0.868], [-0.778, 0.585, 2.003], [-0.575, 1.397, 1.023], [-0.238, 0.389, 1.136], [0.361, -0.922, -0.371], [-0.127, -0.074, -0.599], [0.174, 0.477, -0.096], [0.358, -0.102, -0.316], [1.669, -1.304, 0.231], [-0.744, 0.364, -0.231]], "nbo_charge": [0.07, -0.30, 0.21, -0.76, -0.23, 0.20, 0.24, 0.21, 0.22, 0.23, -0.30, 0.22], "smiles": "C=C(C=S)SC", "total_charge": 0, "e_above_lowest_ev": 1.2763}

{"formula": "C4H6S2", "method": "wB97M-V/def2-TZVPD", "symbols": ["H", "C", "C", "H", "C", "H", "H", "H", "H", "S", "S", "C"], "coordinates": [[1.858, 1.443, 0.157], [0.682, 1.233, 0.411], [0.456, -0.270, 0.213], [0.912, -2.294, -0.908], [-1.893, -0.346, -0.119], [2.115, -0.641, -0.839], [-0.319, 1.641, -0.011], [0.710, 1.262, 1.540], [-1.294, 0.267, -0.902], [-3.521, -0.120, 0.020], [-0.884, -1.015, 0.983], [1.179, -1.162, -0.545]], "forces_ev_per_a": [[-3.420, 0.259, -0.301], [1.524, -2.048, 1.290], [3.004, -2.648, -1.629], [0.722, 3.189, 1.473], [-2.681, 3.139, -1.920], [-0.391, -1.092, -0.731], [2.442, 0.564, 0.563], [-0.483, 0.780, -1.043], [-1.430, -1.416, 0.771], [0.801, -0.558, -0.387], [-0.144, -1.041, 1.759], [0.056, 0.871, 0.155]], "nbo_charge": [0.25, -0.68, -0.21, 0.25, -0.56, 0.20, 0.25, 0.23, 0.21, -0.01, 0.45, -0.39], "smiles": "C=C(C)SC=S", "total_charge": 0, "e_above_lowest_ev": 2.9004}

{"formula": "C4H6Si", "method": "wB97M-V/def2-TZVPD", "symbols": ["H", "H", "Si", "H", "C", "C", "H", "C", "H", "H", "C"], "coordinates": [[0.817, -1.699, 0.052], [-1.436, 1.796, 1.456], [-0.333, 0.826, 1.459], [0.675, -1.570, -4.219], [0.719, -1.378, -3.227], [0.474, -1.455, -2.031], [0.938, 1.276, 1.811], [0.291, -1.098, -0.652], [-0.226, 0.883, -1.272], [-0.710, -0.414, 2.285], [-0.039, 0.229, -0.361]], "forces_ev_per_a": [[-0.504, -0.749, 0.869], [0.079, 0.194, 0.160], [-1.147, -2.173, -1.576], [0.222, -0.265, -2.528], [-0.887, -0.545, 4.078], [0.569, 0.967, -1.662], [1.433, 0.963, 0.926], [0.421, 3.394, -0.507], [-0.014, -0.852, 1.330], [0.233, 0.864, -0.442], [-0.406, -1.799, -0.648]], "nbo_charge": [0.22, -0.15, 0.85, 0.22, -0.22, -0.03, -0.17, -0.28, 0.23, -0.15, -0.52], "smiles": "C#C/C=C/[SiH3]", "total_charge": 0, "e_above_lowest_ev": 1.9198}